[1]
C14H12BrCl30NO3S | wB97M-V/def2-TZVPD

Computed properties:
HOMO level, eV: -10.4
Kohn-Sham gap, eV: 9.40
SMILES: O=C1O[C@H](Br)[C@@H](N=C=S)O1.ClC(Cl)Cl.ClC(Cl)Cl.ClC(Cl)Cl.ClC(Cl)Cl.ClC(Cl)Cl.ClC(Cl)Cl.ClC(Cl)Cl.ClC(Cl)Cl.ClC(Cl)Cl.ClC(Cl)Cl

Element x y z (Å)
H (-9.005, 8.225, 0.272)
Cl (-0.159, -2.362, -3.049)
C (-1.195, 4.950, -2.562)
Cl (1.700, 6.801, -1.135)
H (5.381, 0.622, 3.746)
Cl (0.773, 6.277, 1.572)
Cl (2.365, -0.110, -0.758)
H (-0.160, -3.504, 2.262)
Cl (-1.946, -3.599, 3.788)
C (-3.581, -2.561, -5.795)
Cl (-3.014, -2.486, -4.121)
H (-2.949, 3.804, -1.715)
Br (-1.527, 6.757, -1.832)
Cl (-6.965, 7.503, -0.647)
C (-0.512, -2.218, -1.321)
Cl (7.682, -8.188, 9.399)
C (3.106, 1.349, -0.092)
C (-2.542, 4.121, -2.746)
C (-5.239, -4.543, -10.094)
H (2.633, -5.265, 6.535)
Cl (4.365, -3.712, 6.195)
H (1.403, 4.725, -0.077)
Cl (7.455, -0.273, 3.093)
H (-0.467, 5.051, -3.443)
Cl (-7.788, 7.488, 2.143)
H (-0.309, -1.193, -1.014)
Cl (1.864, 2.443, 0.535)
Cl (7.529, -5.885, 7.629)
C (-4.714, 4.589, -2.684)
C (-0.933, 2.666, -2.192)
C (-0.459, -2.908, 3.122)
Cl (4.268, 0.936, 1.177)
C (1.783, 5.693, 0.242)
Cl (-9.233, 5.886, 0.192)
Cl (-6.317, -3.482, -11.012)
S (-5.944, 4.345, -1.616)
C (6.268, 0.287, 4.280)
Cl (6.910, 1.652, 5.204)
Cl (-2.218, -2.417, -6.916)
H (-4.256, -1.725, -5.966)
Cl (3.457, 5.485, 0.777)
O (-0.550, 1.582, -1.739)
C (8.609, -6.948, 8.542)
N (-3.689, 4.708, -3.493)
H (9.276, -7.443, 7.839)
H (3.639, 1.859, -0.892)
Cl (0.529, -3.300, -0.382)
Cl (-4.253, -3.605, -8.965)
Cl (-0.734, -1.247, 2.579)
Cl (3.409, -5.769, 4.374)
C (-8.337, 7.388, 0.464)
Cl (-6.169, -5.777, -9.230)
O (-1.942, 2.872, -3.216)
Cl (0.843, -2.964, 4.319)
C (3.616, -5.310, 6.070)
Cl (4.584, -6.517, 6.928)
Cl (-2.217, -2.567, -1.000)
Cl (5.800, -1.032, 5.362)
O (-0.472, 3.968, -1.734)
H (-4.574, -5.044, -10.795)
Cl (9.592, -6.012, 9.677)
Cl (-4.474, -4.064, -6.082)

Atomic partial charges in e from the Löwdin method, atoms 1 to 5: atom 1 (H): 0.016, atom 2 (Cl): 0.506, atom 3 (C): -0.566, atom 4 (Cl): 0.498, atom 5 (H): -0.032

[2]
C14H12BrI2N2O4Zn | wB97M-V/def2-TZVPD

Computed properties:
Charge: +1
HOMO level, eV: -12.4
Kohn-Sham gap, eV: 8.48
ΔE to the lowest compared entry with this formula, charge and spin, eV: 1.4558

Element x y z (Å)
O (1.738, 3.513, -0.985)
C (-2.659, -2.842, -1.649)
H (4.909, -1.962, -0.750)
C (1.229, 3.240, 1.734)
C (1.500, 2.409, -0.582)
C (-2.221, -0.133, -1.682)
I (2.348, -2.322, -1.521)
C (-3.528, -0.596, -1.683)
H (1.563, 4.201, 1.370)
C (4.432, -1.634, -1.669)
C (0.670, 0.944, 1.354)
N (-1.171, -0.962, -1.669)
C (0.937, 3.052, 3.073)
H (-2.314, -4.722, -0.717)
Br (-1.778, 1.711, -1.656)
H (0.576, 0.066, 0.686)
H (-4.351, 0.099, -1.693)
H (-0.512, -2.909, -1.678)
O (0.821, 3.956, 5.157)
H (-2.338, -4.781, -2.468)
Zn (0.635, -0.100, -1.374)
O (1.500, 5.207, 3.546)
H (-4.752, -2.349, -1.630)
H (-3.857, -4.603, -1.578)
O (1.614, 1.338, -1.350)
C (-3.744, -1.964, -1.654)
N (1.099, 4.166, 4.001)
I (4.665, 0.468, -1.916)
C (0.515, 1.824, 3.565)
C (-1.392, -2.276, -1.671)
H (4.829, -2.157, -2.532)
C (-2.809, -4.321, -1.601)
C (0.373, 0.761, 2.692)
C (1.105, 2.167, 0.856)
H (0.053, -0.204, 3.055)
H (0.309, 1.716, 4.618)

Atomic partial charges in e from the Löwdin method, atoms 1 to 5: atom 1 (O): 0.126, atom 2 (C): -0.224, atom 3 (H): -0.026, atom 4 (C): 0.088, atom 5 (C): -0.610

[3]
C14H12Cl2N2O4S | wB97M-V/def2-TZVPD

Computed properties:
HOMO level, eV: -8.4
Kohn-Sham gap, eV: 6.10
ΔE to the lowest compared entry with this formula, charge and spin, eV: 0.9320

Element x y z (Å)
H (2.873, -2.045, -1.327)
C (-0.392, -1.702, 1.665)
C (-0.441, -0.300, 1.598)
C (0.850, -2.483, 1.752)
C (-2.442, 1.661, -2.582)
C (-1.559, -2.477, 1.859)
H (-2.834, 0.645, -2.633)
O (0.825, -3.713, 1.789)
C (2.096, -0.353, 1.957)
C (2.118, -1.712, 1.839)
C (0.828, 0.405, 2.034)
H (4.074, -1.111, -2.232)
H (-3.214, 2.376, -2.886)
C (-3.527, 1.635, -0.062)
H (-0.326, 1.782, 0.592)
H (-1.554, 1.776, -3.199)
H (2.654, 0.934, -2.019)
H (-3.418, 1.868, 0.996)
N (-2.502, -3.145, 2.087)
S (-2.016, 2.107, -0.896)
O (0.780, 1.568, 2.421)
C (3.305, -1.048, -1.458)
H (3.788, -0.739, -0.525)
H (-4.318, 2.236, -0.522)
C (-1.553, 0.246, 2.343)
H (-3.683, 0.567, -0.221)
H (1.773, -0.416, -2.815)
C (0.232, 0.726, -1.228)
C (-0.757, 1.123, -0.186)
Cl (3.533, 0.560, 2.066)
O (0.200, 1.117, -2.406)
Cl (3.568, -2.617, 1.938)
O (1.251, -0.048, -0.816)
N (-2.463, 0.658, 2.961)
C (2.249, -0.080, -1.886)

Atomic partial charges in e from the Löwdin method, atoms 1 to 5: atom 1 (H): 0.087, atom 2 (C): -0.112, atom 3 (C): -0.142, atom 4 (C): -0.366, atom 5 (C): -0.243

[4]
C14H12N | wB97M-V/def2-TZVPD

Computed properties:
Charge: +1
HOMO level, eV: -12.8
Kohn-Sham gap, eV: 6.96
ΔE to the lowest compared entry with this formula, charge and spin, eV: 0.0000

Element x y z (Å)
H (-0.194, 1.351, -1.358)
C (-3.055, -1.609, 0.283)
C (-0.446, 1.615, -0.257)
H (-4.813, 0.877, 0.334)
H (2.252, 2.049, 1.158)
C (3.966, 0.841, 0.613)
H (-2.943, -2.678, 0.302)
C (3.380, -1.070, -0.646)
C (0.117, 0.330, 0.357)
C (-4.245, -0.960, -0.067)
C (2.080, -0.947, -0.406)
C (-2.407, 0.653, -0.010)
C (1.597, 0.225, 0.165)
H (-5.184, -1.533, -0.205)
H (5.398, -0.486, -0.210)
H (3.726, -1.818, -1.258)
N (-1.824, 1.796, -0.213)
H (-4.101, 0.832, -1.281)
C (4.320, -0.299, -0.061)
C (-0.558, -0.871, 0.677)
H (0.171, -1.592, 1.076)
H (1.458, -1.735, -0.705)
C (-4.006, 0.488, -0.287)
C (2.538, 1.149, 0.648)
C (-1.946, -0.738, 0.397)
H (0.139, 2.522, -0.038)
H (4.579, 1.609, 0.990)

Atomic partial charges in e from the Löwdin method, atoms 1 to 5: atom 1 (H): 0.208, atom 2 (C): -0.004, atom 3 (C): -0.149, atom 4 (H): 0.136, atom 5 (H): 0.107

[5]
C14H12N2O4PtSe | wB97M-V/def2-TZVPD

Computed properties:
Charge: +2
Expectation value of S²: 2.0370
HOMO level (spin up / spin down), eV: -14.1 / -14.6
Kohn-Sham gap (spin up / spin down), eV: 6.19 / 3.88
Spin multiplicity: 3
ΔE to the lowest compared entry with this formula, charge and spin, eV: 0.0000

Element x y z (Å)
C (2.153, 3.712, 3.149)
C (-2.661, -2.627, -5.329)
O (-4.031, -2.305, -1.251)
C (-2.120, 0.617, -1.748)
C (1.737, 1.151, 2.247)
O (1.351, -0.018, -2.274)
C (-1.453, -2.125, -5.623)
C (0.459, -0.292, -1.599)
N (0.951, 0.008, 2.006)
H (3.512, 2.806, 4.551)
O (-0.351, -3.812, -1.477)
Se (-1.857, -0.499, 1.779)
H (-2.809, -3.674, -5.041)
C (1.240, 3.525, 2.105)
C (2.845, 2.641, 3.712)
C (-0.547, -2.775, -1.014)
O (-2.693, 1.216, -2.556)
C (-3.068, -1.779, -0.905)
N (-0.079, 1.701, 1.083)
C (2.662, 1.325, 3.265)
C (1.057, 2.220, 1.680)
H (2.288, 4.711, 3.557)
H (0.390, -1.839, 2.870)
C (1.277, -1.362, 2.412)
H (3.160, 0.469, 3.687)
C (-0.230, 0.403, 1.451)
Pt (-1.263, -0.924, -0.840)
H (2.094, -1.298, 3.128)
H (-1.306, -1.073, -5.923)
H (-0.829, 2.290, 0.685)
H (-3.584, -2.042, -5.432)
H (0.655, 4.304, 1.649)
H (1.577, -1.938, 1.523)
H (-0.528, -2.719, -5.530)

Atomic partial charges in e from the Löwdin method, atoms 1 to 5: atom 1 (C): 0.004, atom 2 (C): -0.087, atom 3 (O): 0.220, atom 4 (C): -0.204, atom 5 (C): -0.110

[6]
C14H12N4O3S | wB97M-V/def2-TZVPD

Computed properties:
HOMO level, eV: -8.4
Kohn-Sham gap, eV: 8.98
ΔE to the lowest compared entry with this formula, charge and spin, eV: 0.4233
SMILES: O=C(NS(=O)(=O)Nc1ccccn1)c1c[nH]c2ccccc12

Element x y z (Å)
H (4.178, -3.435, 0.163)
S (1.449, 2.164, 0.130)
C (2.659, -2.028, 0.759)
C (-2.332, -0.095, -0.348)
C (-4.519, 0.241, 0.695)
H (-1.063, 2.955, -0.522)
C (4.744, -1.398, -0.195)
N (4.438, -0.110, -0.148)
O (0.608, 1.778, 1.209)
N (1.009, 1.333, -1.257)
N (2.990, 1.600, 0.387)
H (1.961, -2.775, 1.106)
C (-1.238, 0.759, -0.716)
C (3.262, 0.234, 0.358)
C (-1.612, 2.044, -0.382)
C (0.002, 0.353, -1.330)
N (-2.847, 2.033, 0.163)
H (-3.948, -3.021, -0.006)
H (1.801, 1.123, -1.849)
C (-4.717, -1.121, 0.602)
C (-2.554, -1.467, -0.429)
H (-3.337, 2.843, 0.507)
C (2.331, -0.688, 0.834)
H (5.717, -1.621, -0.609)
C (-3.318, 0.744, 0.215)
O (0.213, -0.689, -1.910)
H (-1.804, -2.109, -0.863)
H (-5.640, -1.549, 0.966)
C (-3.749, -1.961, 0.048)
H (-5.267, 0.890, 1.125)
H (1.395, -0.346, 1.244)
O (1.573, 3.547, -0.183)
C (3.891, -2.398, 0.235)
H (3.725, 2.172, -0.002)

Atomic partial charges in e from the Löwdin method, atoms 1 to 5: atom 1 (H): 0.100, atom 2 (S): 0.600, atom 3 (C): -0.047, atom 4 (C): -0.104, atom 5 (C): -0.021